1.
This record from the OMol25 dataset describes one molecule with the formula C6H5NO at a distorted geometry. The level of theory is ωB97M-V/def2-TZVPD.

- E_HOMO (eV) = -8.9
- DFT total energy (eV) = -9836.3190
- relative energy (zero: lowest compared OMol25 entry of this formula, charge and spin) (kJ/mol) = 278.7
- SMILES string = C1=C[C@H]2ON=CC2=C1
- spin multiplicity = 1

Cartesian coordinates (Å):
C -1.1871 -0.9661 -0.8962
C -0.2548 -0.6986 0.2597
C 0.8721 -1.2687 0.6124
C 1.6054 -0.1484 1.2609
C 1.0717 1.0226 0.9414
C -0.2175 0.6689 0.3329
H -1.4220 -1.8919 -1.3096
H 1.2461 -2.2012 0.4121
H 2.5695 -0.2513 1.7816
H 1.3722 1.9492 1.3727
H -0.9333 1.0327 1.1530
N -1.3106 0.1084 -1.5440
O -0.6247 1.1182 -0.9585

***

2.
This record from the OMol25 dataset describes C47H31ClF12IN2O4PPt as an isolated structure. The level of theory is ωB97M-V/def2-TZVPD.

- E_HOMO (alpha / beta) (eV) = -7.6 / -7.5
- ⟨S²⟩ = 6.0564
- DFT total energy (eV) = -126181.5160
- relative energy (zero: lowest compared OMol25 entry of this formula, charge and spin) (kJ/mol) = 0.0
- spin multiplicity = 5

Cartesian coordinates (Å):
Pt -0.0150 0.0494 -0.2099
C 2.2902 -6.9116 0.2056
C 1.7339 -5.5378 0.4267
C 0.7682 -5.3005 1.4066
C 0.2658 -4.0423 1.5858
C 0.6969 -2.9303 0.8024
N 0.1243 -1.7350 1.0274
C -0.4838 -1.4348 2.2380
C 0.2445 -1.6036 3.4263
C -0.2967 -1.2827 4.6501
C -1.5980 -0.7982 4.7487
C -2.2247 -0.5221 6.0846
C -2.3226 -0.6282 3.5730
C -1.7932 -0.9320 2.3285
C -2.6682 -0.8609 1.0656
O -2.0151 -0.9236 -0.1219
C -3.5618 0.4363 1.1043
F -4.7104 0.2818 1.8020
F -2.9020 1.4665 1.6677
F -3.9033 0.8068 -0.1323
C -3.5973 -2.1168 1.0978
F -4.2895 -2.2622 2.2462
F -4.4827 -2.0945 0.0947
F -2.8386 -3.2225 0.9586
C 1.6557 -3.1805 -0.2203
C 2.1416 -4.4677 -0.3684
C 2.2636 -2.0811 -1.1122
O 1.6564 -0.8858 -1.2110
C 3.7095 -1.8006 -0.5668
F 3.6045 -1.1856 0.6197
F 4.4792 -2.8954 -0.3705
F 4.3831 -0.9883 -1.3941
C 2.4001 -2.6345 -2.5918
F 1.3533 -3.4288 -2.9134
F 2.4066 -1.6293 -3.4714
F 3.5205 -3.3560 -2.8139
H 2.2765 -7.4897 1.1286
H 1.6860 -7.4441 -0.5333
H 3.3113 -6.8647 -0.1706
H 0.3979 -6.1202 2.0103
H -0.5183 -3.8709 2.3090
H 1.2602 -1.9722 3.3516
H 0.2927 -1.4131 5.5504
H -1.5115 -0.6894 6.8904
H -2.5861 0.5053 6.1500
H -3.0818 -1.1802 6.2405
H -3.3413 -0.2714 3.6498
H 2.8822 -4.6765 -1.1259
Cl -3.4761 3.5245 -5.2677
C -2.7193 3.0497 -3.7813
C -2.7687 3.8906 -2.6997
C -2.1338 3.5437 -1.5056
I -2.1426 4.8273 0.1413
C -1.4340 2.3476 -1.3485
O -0.8034 2.0353 -0.2584
C -1.4277 1.4657 -2.4766
N -0.7762 0.2919 -2.3205
C -0.7089 -0.5718 -3.3006
C -1.2798 -0.3050 -4.5550
C -1.9422 0.8757 -4.7536
C -2.0481 1.8090 -3.6992
H -3.2953 4.8321 -2.7720
H -0.1868 -1.4977 -3.1007
H -1.1950 -1.0368 -5.3452
H -2.3866 1.1152 -5.7097
O 1.3115 0.8931 1.5350
P 2.0658 1.8759 2.3675
C 1.1084 2.2898 3.8435
C -0.2344 2.5982 3.6304
C -1.0324 2.9560 4.7033
C -0.4976 2.9916 5.9851
C 0.8380 2.6803 6.1968
C 1.6478 2.3341 5.1239
C 2.3478 3.4499 1.5320
C 2.0376 3.5527 0.1813
C 2.2073 4.7650 -0.4708
C 2.6911 5.8629 0.2239
C 3.0097 5.7575 1.5729
C 2.8340 4.5528 2.2317
C 3.6711 1.2289 2.8910
C 3.6687 0.0859 3.6887
C 4.8610 -0.5318 4.0194
C 6.0600 -0.0122 3.5489
C 6.0670 1.1319 2.7655
C 4.8728 1.7558 2.4333
H -0.6422 2.5520 2.6249
H -2.0714 3.2126 4.5380
H -1.1230 3.2714 6.8237
H 1.2512 2.7147 7.1968
H 2.6933 2.0958 5.2782
H 1.6493 2.6856 -0.3358
H 1.9531 4.8566 -1.5188
H 2.8171 6.8091 -0.2865
H 3.3867 6.6194 2.1081
H 3.0664 4.4651 3.2875
H 2.7215 -0.3124 4.0328
H 4.8590 -1.4264 4.6287
H 6.9931 -0.5020 3.7959
H 7.0047 1.5352 2.4061
H 4.8745 2.6438 1.8139

***

3.
This record from the OMol25 dataset describes one molecule with the formula C17H15BrN2O5 at a distorted geometry. The level of theory is ωB97M-V/def2-TZVPD.

- E_HOMO (eV) = -8.2
- DFT total energy (eV) = -101131.0722
- relative energy (zero: lowest compared OMol25 entry of this formula, charge and spin) (kJ/mol) = 81.9
- SMILES string = COc1cc(/C=N/NC(=O)c2ccc3c(c2)OCCO3)cc(Br)c1O
- spin multiplicity = 1

Cartesian coordinates (Å):
C -0.4823 -3.1623 2.9301
H -0.0666 -3.9392 2.2894
O -0.5249 -2.0058 2.1207
C -0.9676 -0.8194 2.6037
C -0.9005 0.2316 1.6978
C -1.3162 1.5216 2.0174
C -1.8171 1.7660 3.2935
C -1.8837 0.7234 4.1922
C -1.4757 -0.5784 3.8978
O -1.5651 -1.5730 4.8161
H -1.9343 -1.2189 5.6415
Br -2.5768 1.0691 5.9496
H -2.1486 2.7512 3.5819
C -1.2280 2.5950 1.0517
N -0.7595 2.3758 -0.1108
N -0.6622 3.3549 -1.0057
C -0.2225 3.1793 -2.2990
O -0.3015 4.1085 -3.0759
C 0.2993 1.8415 -2.6594
C 1.0181 1.0498 -1.7731
C 1.4811 -0.1967 -2.1658
C 1.2490 -0.6504 -3.4697
C 0.5321 0.1491 -4.3541
C 0.0659 1.3828 -3.9561
H -0.4833 2.0098 -4.6406
H 0.3626 -0.2209 -5.3525
O 1.7148 -1.8567 -3.9141
C 2.6819 -2.4384 -3.0665
C 2.2494 -2.3140 -1.6064
H 2.9822 -2.7648 -0.9359
O 2.1563 -0.9549 -1.2436
H 1.2753 -2.8041 -1.4725
H 2.7706 -3.4828 -3.3691
H 3.6474 -1.9320 -3.2014
H 1.2381 1.3769 -0.7712
H -1.0100 4.2938 -0.7836
H -1.5727 3.5871 1.3668
H -0.5103 0.0302 0.7143
H 0.1639 -3.0239 3.7990
H -1.4782 -3.4605 3.2634

***

4.
This record from the OMol25 dataset describes one molecule with the formula C4H5ClN2 at a distorted geometry. The level of theory is ωB97M-V/def2-TZVPD.

- E_HOMO (eV) = -8.7
- DFT total energy (eV) = -19728.7401
- relative energy (zero: lowest compared OMol25 entry of this formula, charge and spin) (kJ/mol) = 309.2
- SMILES string = ClNn1cccc1
- spin multiplicity = 1

Cartesian coordinates (Å):
C -1.5568 -0.2673 0.5464
C -0.5379 -0.4253 1.5027
C -0.9035 0.0727 -0.6541
C 0.6814 -0.1135 0.9555
N 0.4499 0.2422 -0.3304
N 1.4974 0.6515 -1.0830
Cl 2.2598 -0.7306 -2.0041
H -2.7410 -0.3208 0.7498
H -0.7252 -0.3908 2.5241
H -1.2638 0.2880 -1.6896
H 1.7570 -0.1630 1.4006
H 1.0827 1.1571 -1.9177